1.
106
Properties=species:S:1:pos:R:3:forces:R:3:mulliken_charge:R:1 method="wB97M-V/def2-TZVPD" spin_multiplicity=1 lumo_energy_ev="0.17 / -1.51" mol_weight_g_mol=813.4 homo_energy_ev="-7.592 / -7.650"
N -0.9140 -2.7760 -0.2055 -0.480 0.367 0.583 -0.254
C -1.5372 1.6368 -2.9639 -0.127 -0.188 0.074 -1.001
H -3.3030 -0.2557 -5.4474 -0.006 -0.003 -0.031 0.315
C 1.7589 3.2146 2.1540 0.106 -0.130 0.011 -2.076
H -3.5658 1.4680 3.9806 -0.025 0.015 0.019 0.463
C -3.7111 0.0517 -2.0205 0.103 0.001 -0.079 -1.932
C 0.2536 -1.2197 -4.7119 0.031 -0.256 -0.041 2.574
H 1.5270 1.2461 -4.1415 0.019 -0.056 -0.031 0.386
C 0.5056 1.1340 -3.8224 0.161 -0.280 -0.042 -0.826
H -1.6475 4.3764 -2.0675 -0.045 -0.021 0.010 0.340
H 2.9214 2.3695 4.4637 0.025 -0.028 0.050 0.353
C -1.7636 0.2762 3.9152 0.046 0.021 -0.111 1.579
S 1.6993 -2.9700 -0.4937 0.385 0.005 -0.004 -0.479
H -1.6568 -1.4240 5.2623 -0.009 -0.052 0.010 0.296
H -2.9213 -2.4965 0.1905 0.020 0.069 0.190 0.290
C 0.1838 -3.3899 0.1649 0.333 -0.114 -0.110 -0.054
H -0.6864 -2.7612 -3.4565 0.016 -0.060 0.064 0.083
N 0.1541 -4.4027 1.0976 -0.331 0.122 -0.039 0.123
H -3.2242 -0.6084 5.2286 0.002 0.003 0.053 0.532
C 3.2133 1.5034 1.1075 -0.041 0.018 0.091 -1.398
C 0.1391 0.9740 2.3922 0.014 -0.240 0.059 -1.456
H 0.0403 -2.1029 3.7012 0.104 -0.034 0.052 0.251
C 0.2751 -2.5152 -3.8882 -0.009 0.137 -0.072 -1.743
C 2.7502 -1.3501 3.8874 0.057 -0.088 0.058 1.777
C 1.4312 0.7909 2.7203 -0.365 0.407 -0.336 0.333
C -2.8643 1.0954 3.2328 0.079 -0.126 0.028 -1.566
C -1.0638 1.1457 4.9639 -0.072 -0.056 -0.086 -1.781
C 0.1441 3.6006 -3.0471 0.070 0.199 0.038 2.539
N -1.3884 -0.7151 1.6314 0.023 -0.321 -0.856 -0.315
H -2.7525 -1.6632 3.8903 -0.038 -0.025 0.078 0.251
H 1.9165 4.7985 -2.7709 0.026 0.009 0.036 0.468
H -3.1511 -4.5593 1.6127 0.017 -0.100 0.045 0.490
H 3.2826 -3.3791 4.3901 0.023 0.011 0.028 0.497
H 1.6154 -2.9936 4.7960 -0.034 -0.009 -0.023 0.346
H 3.3159 0.2487 5.2801 0.020 0.017 0.049 0.223
C -1.6030 0.3073 -3.3352 -0.210 0.504 -0.273 0.861
C -2.9424 -1.9224 -3.2492 0.046 0.142 0.038 -1.813
H -2.3614 -2.2740 -2.3944 0.013 -0.120 -0.034 0.094
H -3.4101 0.4835 2.5149 -0.075 0.027 -0.006 0.292
H 2.3681 -0.8545 -4.3284 0.041 0.035 -0.003 0.396
H -3.9663 -2.2804 -3.1291 -0.024 0.016 0.008 0.623
C -3.7756 0.0610 -4.5177 0.077 -0.048 0.032 -1.847
H -1.7681 1.3728 5.7663 0.006 -0.006 0.043 0.612
C -0.7217 -0.1852 2.8116 0.099 0.179 0.552 2.038
C -1.0606 -4.8991 1.5247 -0.138 -0.088 0.045 -0.511
H 1.9561 3.2617 -1.8914 0.040 -0.035 0.093 0.167
H -3.0894 -0.1119 -1.1373 -0.063 0.019 0.078 0.407
C -2.9578 -0.3914 -3.2922 -0.206 -0.179 0.078 2.706
H -0.1758 -2.1695 -6.6099 0.007 -0.036 0.001 0.480
H 1.1447 3.1840 1.2561 -0.086 0.050 -0.043 0.216
H -3.9971 1.1010 -2.0541 0.008 0.036 0.040 0.392
C 1.5496 -0.5868 3.3294 -0.079 -0.353 0.206 0.891
H -4.7739 -0.3789 -4.4725 -0.028 -0.008 -0.022 0.500
H 1.1380 3.4891 3.0077 -0.048 0.035 -0.019 0.318
H -4.6258 -0.5328 -1.9141 -0.020 -0.011 -0.012 0.476
C 0.3185 -1.1172 3.3708 -0.123 -0.029 -0.265 -0.786
C -2.3852 -0.9377 4.6125 -0.013 0.120 -0.055 -1.708
H -1.2851 4.2211 -4.5731 -0.035 0.044 0.008 0.370
C 2.3979 -2.8370 4.0531 -0.010 0.070 -0.003 -2.055
H -3.8714 1.1463 -4.5417 -0.007 0.020 0.020 0.297
H 3.9799 2.2506 0.8912 0.022 0.015 -0.017 0.513
C 1.7011 -1.0012 -5.1786 -0.106 0.045 0.043 -2.245
H -0.3107 1.8430 1.9415 0.122 0.092 -0.041 0.267
Tl 0.0484 -0.5168 -0.9256 0.235 -0.064 0.470 0.695
H -0.7190 2.0855 4.5345 -0.017 0.046 0.048 0.245
C -2.0248 -2.8483 0.7086 0.263 -0.135 -0.516 0.022
H -2.3440 2.2100 -2.5403 -0.043 -0.037 0.060 0.250
H 2.5116 1.4774 0.2716 -0.017 0.000 -0.037 -0.086
H 1.0000 -2.4296 -3.0801 0.002 -0.087 0.048 0.186
C -2.1766 -4.1996 1.3235 -0.125 0.140 -0.154 -1.246
C -0.2450 -0.0210 -3.9242 0.185 0.344 -0.452 0.417
C -0.2611 2.1692 -3.2469 -0.070 0.074 0.122 -1.089
C 2.4672 1.8706 2.4013 0.070 0.078 -0.010 2.197
C 1.6528 3.7412 -2.8210 -0.091 -0.123 -0.084 -1.548
C 3.1090 -0.8175 5.2847 0.006 -0.001 -0.121 -1.769
H 4.7251 -2.0123 3.3129 0.008 -0.005 0.031 0.563
H 0.5848 -3.3485 -4.5222 0.002 -0.013 -0.025 0.606
C 3.9650 -1.3181 2.9510 -0.099 0.052 0.086 -1.730
C -0.6030 -1.3885 -5.9790 -0.010 0.063 0.102 -1.647
H 3.6873 0.5286 1.1688 0.041 -0.017 -0.040 0.089
H 2.2841 -0.9985 5.9759 -0.014 0.003 0.009 0.335
H -1.0475 -5.8709 1.9972 0.047 -0.007 0.016 0.409
H 1.0021 -4.9275 1.2245 0.042 0.055 -0.004 0.307
H 4.1457 1.3241 3.7234 -0.014 -0.013 0.052 0.311
H 0.3662 4.0169 -5.1632 -0.009 0.038 -0.065 0.383
O -1.7893 -1.9759 1.8812 0.185 0.051 0.533 0.328
H -0.6216 -0.4582 -6.5495 -0.018 0.005 -0.030 0.295
H 1.7862 -0.1505 -5.8555 0.027 0.027 0.000 0.374
H 2.0822 -3.2594 3.0995 -0.057 -0.057 -0.041 0.282
H -0.1518 5.1672 -1.5769 0.003 0.026 -0.022 0.477
H -2.5593 -2.3613 -4.1657 0.073 -0.063 0.044 0.216
H -0.2030 0.6296 5.3914 0.011 -0.004 0.031 0.175
H -0.0524 5.4401 -4.1909 0.013 0.024 0.004 0.450
H -2.4477 1.9509 2.7001 -0.022 0.046 -0.012 0.214
H 4.4233 -0.3364 2.8940 0.037 -0.009 -0.073 0.253
H 2.2205 3.2923 -3.6356 0.036 0.017 -0.022 0.365
H -1.6274 -1.6676 -5.7467 -0.037 0.004 -0.039 0.250
H 3.6662 -1.6355 1.9522 0.035 -0.016 -0.106 0.220
H 3.9922 -1.3381 5.6599 0.029 -0.001 0.040 0.477
C -0.5938 4.2069 -1.8456 -0.031 -0.062 -0.062 -1.818
H 2.5101 3.9935 2.0173 0.005 0.015 -0.055 0.545
C 3.4587 2.1431 3.5408 -0.067 -0.024 -0.046 -2.019
H 2.0373 -1.8907 -5.7123 -0.010 -0.017 -0.011 0.477
H -0.5324 3.5439 -0.9814 0.031 0.015 0.068 0.266
C -0.2342 4.3725 -4.3253 0.027 -0.126 0.022 -1.831
H 4.0588 3.0182 3.2863 0.026 0.007 -0.015 0.524

---

2.
13
Properties=species:S:1:pos:R:3:forces:R:3:mulliken_charge:R:1 method="wB97M-V/def2-TZVPD" spin_multiplicity=1 lumo_energy_ev="-0.13 / -0.13" mol_weight_g_mol=134.2 homo_energy_ev="-8.347 / -8.347"
N 1.0067 -1.4608 0.4499 -1.425 1.334 -0.212 -0.380
H -3.1908 0.6217 -0.5865 -0.646 0.587 0.122 0.301
H 2.7251 -1.9551 -0.6352 -0.525 0.800 1.134 0.351
H -2.7614 -1.0173 -1.0740 -0.119 0.126 0.347 0.271
H 0.8602 2.1212 0.1053 0.337 -1.163 0.447 0.369
C 1.1243 1.1225 0.5843 0.862 2.415 -1.452 -0.544
H 1.4144 1.3366 1.5744 0.208 -0.049 1.368 0.349
H -2.5582 -0.5318 0.6328 -0.047 0.036 0.220 0.280
S 2.6446 0.5487 -0.2670 -0.348 -1.120 -0.357 -0.108
N 0.0528 0.2489 0.5249 -0.385 -3.065 0.306 -0.225
C -2.5297 -0.1898 -0.3922 0.512 -0.976 -0.252 -0.771
S -0.8891 0.3464 -0.8413 0.997 0.126 -0.666 0.085
C 2.1012 -1.1912 -0.0754 0.578 0.949 -1.005 0.021

---

3.
10
Properties=species:S:1:pos:R:3:forces:R:3:mulliken_charge:R:1 method="wB97M-V/def2-TZVPD" smiles="Oc1nnc(=S)[nH]n1" spin_multiplicity=1 lumo_energy_ev=-1.44 mol_weight_g_mol=130.1 homo_energy_ev=-8.801
N 1.1240 0.7024 -0.3398 -0.552 1.720 -0.707 -0.223
N -1.1759 0.1857 -0.2815 0.017 1.321 -0.517 -0.677
O -0.4622 2.1659 -1.1669 -1.390 -1.045 0.029 -0.450
C -0.2153 0.9801 -0.6156 -0.269 -0.738 0.473 0.651
C 0.4573 -1.2701 0.6922 0.681 -1.170 0.486 0.268
N 1.4269 -0.3050 0.2937 1.084 -1.998 0.914 -0.205
N -0.7883 -0.9269 0.3351 -1.538 -1.309 1.477 0.306
H 0.3470 2.6423 -1.2088 1.333 0.720 -0.157 0.350
S 0.8584 -2.7209 1.4932 -0.483 1.972 -0.963 -0.306
H -1.5718 -1.4534 0.7983 1.117 0.527 -1.034 0.287

---

4.
105
Properties=species:S:1:pos:R:3:forces:R:3:mulliken_charge:R:1 method="wB97M-V/def2-TZVPD" total_charge=+1 spin_multiplicity=1 lumo_energy_ev=-4.02 mol_weight_g_mol=736.7 homo_energy_ev=-11.251
C 8.8064 2.7512 1.1856 -0.083 0.030 -0.049 -0.532
C -1.4521 -2.3836 2.1854 0.196 -0.711 -0.617 -0.679
H 4.4304 4.3614 0.1892 0.080 0.375 0.000 0.399
H 11.4671 2.8101 2.0725 -0.007 -0.030 0.020 0.296
H -7.3431 -3.4742 -4.0444 -0.014 -0.006 -0.019 0.403
C -2.5481 4.4392 1.8713 1.604 -0.374 -0.488 -1.548
H 7.9651 -0.5766 0.5237 0.044 -0.015 -0.017 0.359
O -2.1965 -3.3113 1.4994 -0.064 0.377 0.213 -0.387
H -1.8517 -2.2445 3.1848 -0.333 0.043 0.136 0.308
C -7.4586 -5.3891 -5.0102 -0.048 0.110 -0.063 -0.444
H 6.1481 0.9845 -0.1895 -0.016 0.038 -0.020 -0.149
H 10.2653 3.9822 0.2192 -0.021 -0.003 -0.044 0.373
H 9.1467 0.3689 -0.3490 0.015 0.017 0.020 0.282
C -5.3120 0.7763 -0.3312 0.320 -0.582 0.454 -1.345
C 2.6057 0.4537 2.3708 1.047 -0.195 0.238 -0.229
H 9.1289 0.8278 2.1055 -0.003 0.018 0.014 0.353
H 0.7758 -0.6455 -1.6378 0.137 -0.146 -0.586 0.634
H -2.0758 -3.6180 -1.8194 0.251 -0.029 -0.131 0.342
H -0.4281 -2.7753 2.2380 0.345 0.369 0.261 0.373
O -3.6934 3.2408 4.2216 0.696 0.781 -0.338 -0.546
H -7.7799 -3.9091 -6.5636 0.032 0.018 -0.009 0.292
Br -4.8105 -1.0906 1.7004 0.234 -0.047 -0.093 -0.081
C -6.8475 -4.4482 -3.9735 -0.009 -0.039 0.089 -0.752
H 3.9185 3.0193 2.1097 0.125 -0.162 0.199 0.525
C -5.3389 -4.2340 -4.1033 0.000 0.048 -0.122 -0.176
H 3.7401 2.8716 -0.4264 0.230 -0.083 -0.285 0.302
H 4.6046 0.7964 1.5806 0.444 -0.067 0.236 -0.032
H -5.6380 -6.5884 -2.5244 0.003 -0.002 0.015 0.307
C -4.4966 -5.5065 -4.0346 0.027 0.024 0.167 -0.487
C -1.8110 3.0760 2.0913 -1.879 2.178 0.585 -0.018
H -3.9705 -7.1241 -2.6989 -0.035 -0.024 0.028 0.380
N -0.3609 3.2011 2.0857 -0.220 0.237 -0.801 0.597
C 8.3918 1.3035 1.4537 0.072 -0.024 0.016 -0.569
C -3.5169 1.3982 1.3806 0.033 -0.342 -0.931 -2.211
C -2.4739 -3.1202 -0.9306 0.076 -0.017 -0.633 -0.147
H -0.2782 4.9023 3.1194 -0.147 -0.078 0.078 0.243
H -0.5115 2.8765 5.1112 0.097 -0.047 0.322 0.369
H -5.0212 1.1926 -1.2854 0.060 0.235 -0.156 0.297
H -4.2010 2.2433 1.3080 -0.170 0.169 0.053 0.566
C 3.5275 3.7716 0.1390 -0.404 -0.625 0.284 -1.232
H -4.2591 3.1607 3.4432 -0.302 0.090 0.123 0.439
H 2.6043 4.1395 2.0987 -0.074 0.055 0.137 0.581
C 11.3238 2.3400 1.0978 -0.028 0.002 -0.132 -1.204
H -3.2082 3.7573 -0.6319 0.372 0.252 0.557 0.146
C -4.6180 -6.2452 -2.7037 0.087 -0.072 -0.101 -0.977
C -7.3130 -4.8891 -6.4446 -0.006 -0.131 0.045 -1.189
O -3.8222 -3.4989 -0.8149 -0.157 -0.240 0.301 -0.508
H -1.9363 5.0331 1.1965 -0.184 0.271 -0.282 0.438
C 0.2407 2.1522 1.6209 0.230 -0.973 1.681 -0.596
C 7.1041 0.9430 -0.7183 0.137 -0.077 -0.066 -0.713
H -4.7593 -6.1801 -4.8546 -0.005 0.037 -0.030 0.343
H 9.9997 2.4602 -0.5984 -0.029 0.005 0.000 0.233
H 2.8743 0.7521 3.3790 -0.406 0.230 0.298 0.510
H 7.4528 1.3111 2.0202 -0.005 -0.021 -0.001 0.237
H -7.0768 -4.8284 -2.9739 0.022 0.006 0.005 0.331
H 7.3237 1.9382 -1.1077 -0.027 0.009 0.006 0.290
H -0.0868 -0.3262 2.7404 0.280 0.145 -0.074 0.545
P -2.2286 2.6192 3.9181 0.212 -3.429 0.683 0.298
C -0.2760 0.4584 0.0393 0.819 -1.100 -2.391 -1.671
H 12.2229 2.5142 0.5066 0.027 -0.011 0.036 0.385
H -3.4483 -5.2332 -4.1887 -0.003 -0.015 -0.050 0.361
H -5.8792 1.4753 0.2716 -0.152 0.307 -0.025 0.412
H -5.9631 -0.0736 -0.4703 -0.226 -0.120 -0.470 0.485
C -1.0132 -0.0921 2.2145 -0.443 -0.005 0.283 -1.977
C 0.2497 -0.0991 -0.9089 -1.064 1.211 2.574 -0.835
H -2.6341 5.0143 2.7842 -0.268 0.048 0.196 0.546
H -4.3208 -5.6015 -1.8745 -0.079 -0.005 -0.014 0.066
H 4.3216 -0.8972 2.1673 0.286 0.028 0.325 0.479
S -2.3476 1.6871 -2.1896 -0.186 0.148 0.031 -0.298
C 3.9060 -0.0244 1.6866 -1.022 0.282 -0.727 -1.110
C -4.1031 0.2890 0.4779 -0.754 0.412 0.480 0.487
C -2.1351 1.9554 1.0289 0.645 1.596 1.534 0.810
H -7.0202 -6.3867 -4.9226 0.011 0.006 0.029 0.240
C 10.1003 2.9156 0.3905 0.068 0.029 0.117 -0.425
H -5.1237 -3.7184 -5.0442 -0.024 0.000 -0.001 0.378
H -7.7958 -5.5769 -7.1396 0.003 0.034 -0.035 0.381
C -1.6441 -3.6160 0.2295 -0.460 -0.422 -0.372 -0.509
H -5.0163 -3.5538 -3.3086 0.027 -0.030 0.017 -0.093
H 2.7305 4.2770 -0.3961 0.016 0.310 -0.137 0.311
C 3.0536 3.3375 1.5338 0.205 -0.161 0.171 -0.605
P -2.1516 2.8321 -0.6370 0.089 -1.746 -1.569 -0.015
C 8.2087 0.4409 0.2060 -0.147 0.018 0.074 -0.461
H -0.9035 3.4932 -0.7130 -0.298 0.419 0.548 0.125
P 1.9935 1.8363 1.3413 -0.387 0.465 -1.023 0.339
H -3.3443 -0.1565 -0.1444 0.164 -0.335 -0.032 -0.259
H 0.6200 4.8759 1.7041 -0.125 0.154 -0.080 0.273
H -3.5747 1.0473 2.4035 0.371 0.032 0.247 1.002
H -0.6418 -3.2162 0.0935 0.270 0.046 0.208 0.254
H -1.6057 -4.6971 0.1497 0.061 -0.266 0.155 0.537
H -3.5048 4.2808 1.4023 -0.394 0.088 0.164 0.517
C -0.8403 1.1075 1.2390 0.917 -0.915 -1.398 3.283
O -1.4479 -1.1729 1.4427 -0.079 0.159 0.315 0.193
N 0.2969 4.3470 2.5035 0.405 -0.082 0.120 -1.116
H -2.3412 -2.0572 -1.1190 -0.124 0.314 0.292 0.079
H -6.2658 -4.8069 -6.7395 -0.002 0.025 -0.010 0.282
H 7.9998 3.2704 0.6576 -0.005 -0.010 0.005 0.181
H -8.5221 -5.5037 -4.7857 0.008 -0.039 0.019 0.372
H 8.9128 3.2638 2.1468 0.022 0.005 -0.002 0.384
H 6.9884 0.2741 -1.5721 -0.065 0.032 -0.014 0.418
H 3.6187 -0.3077 0.6777 0.221 -0.208 -0.252 0.398
H -1.7595 0.1161 2.9758 -0.042 0.267 0.221 0.607
H -4.4025 -2.7610 -0.9914 -0.082 0.206 0.037 0.220
H 11.2348 1.2630 1.2478 0.012 0.001 0.027 0.281
H 1.9412 -0.3976 2.4097 -0.460 0.095 -0.049 0.147
O -1.1882 3.4931 4.8174 -0.582 1.151 -0.751 -0.503

---

5.
22
Properties=species:S:1:pos:R:3:forces:R:3:mulliken_charge:R:1 method="wB97M-V/def2-TZVPD" spin_multiplicity=1 lumo_energy_ev=0.74 mol_weight_g_mol=127.2 homo_energy_ev=-8.686
H -1.3281 -2.2730 0.0519 3.263 0.898 -0.968 0.405
N -0.3485 -1.7517 -0.1817 -3.689 -1.989 -3.127 -0.592
C -0.7297 -0.3753 0.1272 2.143 3.334 -2.100 0.066
H 1.1744 -0.6266 1.9562 0.603 1.757 -1.231 0.262
C 0.5562 0.6424 0.1873 -2.006 -2.736 -2.034 0.511
H 0.8404 -0.4689 -1.7483 2.432 1.232 1.657 0.137
N 0.0521 2.0192 0.0459 3.732 -0.734 -2.502 -0.654
N 2.3640 -0.7265 0.0877 -4.829 -1.711 -1.323 -0.688
C 1.5547 0.1066 -0.9229 -1.915 0.729 -2.771 -0.552
H -2.4031 -1.1441 1.1773 -0.109 1.658 -0.438 0.250
H -2.4806 -0.2645 -1.2116 -0.312 -0.159 0.413 0.283
H -1.8689 0.5758 1.9362 -0.155 -1.885 -3.185 0.193
H 0.9546 2.4058 0.4721 -1.580 0.843 -1.198 0.509
H -0.1715 -1.9913 -1.3739 -0.952 1.168 4.617 0.320
H -2.2348 1.4715 -1.0363 1.106 -1.663 2.250 0.247
C 1.5613 0.1150 1.1264 4.087 -2.473 4.033 -0.773
H 2.5256 0.6722 1.5596 -2.857 -0.036 -0.521 0.257
C -1.9305 -0.1431 0.9067 -0.629 1.288 3.641 -0.736
H 0.2388 1.9880 -1.1252 -0.872 1.333 4.036 0.471
H 2.0519 0.9980 -1.5494 -0.425 -1.970 1.637 0.328
C -2.0349 0.4422 -0.5064 0.185 -1.732 -1.285 -0.726
H 1.6564 -1.6717 0.0210 2.780 2.847 0.400 0.479

---

6.
19
Properties=species:S:1:pos:R:3:forces:R:3:mulliken_charge:R:1 method="wB97M-V/def2-TZVPD" spin_multiplicity=1 lumo_energy_ev=0.82 mol_weight_g_mol=113.2 homo_energy_ev=-8.736
C 0.1523 0.4212 -1.6583 1.766 2.408 2.647 -0.220
H 1.1686 0.5905 -1.0141 -1.390 0.640 -2.899 -0.052
H -2.0807 2.0497 -2.4696 0.411 -0.594 -2.185 0.318
H 2.1904 -1.8225 1.3044 -0.798 2.080 -0.787 0.237
O 0.9624 -0.3043 2.3143 -2.184 -1.496 -4.709 -0.394
H -0.4097 1.4784 0.2111 -0.783 0.319 -0.620 0.407
N -0.0354 -0.8512 -1.1704 2.600 -1.093 3.129 -0.292
H 2.1260 -0.1264 0.2926 -0.086 -0.869 2.022 0.270
C -0.7786 1.3654 -0.8173 -0.961 3.241 -5.196 -0.061
H -2.5638 2.7717 -0.9478 2.710 -0.722 -0.912 0.202
C -1.6593 2.2217 -1.5379 -1.103 -1.389 6.452 -0.882
H -1.0654 0.2537 1.2929 1.346 -1.461 1.527 0.231
H -0.8063 -1.3680 -1.3332 -3.340 -1.358 -1.640 0.246
H -1.1007 -1.5389 2.0695 2.313 2.714 -0.700 0.239
H 0.0702 -2.3100 -0.0433 0.255 1.657 2.559 0.328
C 0.1887 -1.1758 0.2898 3.060 -3.552 -1.749 -0.269
C -0.3661 -0.6432 1.5624 -3.779 -0.108 1.823 -0.377
H 0.2110 0.4205 -2.8063 -0.111 0.640 1.919 0.354
C 1.5979 -0.8569 1.0150 0.074 -1.056 -0.681 -0.285